DFT (the ωB97M-V functional and the def2-TZVPD basis) results for a cluster of 15 separate species, C74H170N8O15S7 in total.

As for the total charge: 0. Its calculated total energy is -7274.9632 hartree. The calculation puts the LUMO energy at 0.221 eV. For the molar mass, the calculation gives 1636.68 u. The value obtained for the HOMO-LUMO gap is 8.313 eV. The strongest force on any atom is 4.36 eV/A.

Last column: Löwdin charge in e.
Positions of all 274 atoms, in Å:
C -1.97 1.73 3.30  -0.225
S -2.15 3.28 4.19  0.814
O -2.48 4.33 3.19  -0.562
C -3.74 3.10 5.08  -0.207
H -2.79 1.60 2.59  0.022
H -2.10 0.90 4.10  0.071
H -1.01 1.67 2.81  0.013
H -3.85 3.95 5.81  0.073
H -3.67 2.10 5.56  0.062
H -4.44 3.16 4.26  0.018
C -4.44 2.98 0.54  -0.275
S -5.15 1.48 1.14  0.835
O -5.35 1.58 2.65  -0.553
C -6.83 1.80 0.49  -0.231
H -5.01 3.79 0.93  0.072
H -4.33 2.77 -0.51  0.020
H -3.47 3.01 1.10  0.029
H -6.91 2.01 -0.60  0.048
H -7.18 2.64 0.95  0.012
H -7.50 0.94 0.74  0.078
C 2.65 -3.06 4.63  -0.234
S 2.19 -4.45 3.52  0.859
O 1.57 -3.71 2.37  -0.578
C 3.89 -4.95 3.01  -0.249
H 3.22 -3.37 5.50  0.059
H 1.76 -2.59 4.93  -0.010
H 3.10 -2.27 4.10  0.042
H 3.84 -5.99 2.58  0.055
H 4.50 -5.00 3.91  0.044
H 4.38 -4.34 2.23  0.047
C 4.70 5.13 -6.16  -0.305
S 4.70 3.59 -5.33  0.850
O 5.96 2.85 -5.88  -0.585
C 4.97 4.12 -3.61  -0.233
H 3.82 5.71 -5.71  0.048
H 4.48 4.92 -7.23  0.059
H 5.68 5.69 -6.09  0.084
H 5.92 4.60 -3.48  0.058
H 5.11 3.21 -3.04  0.014
H 4.10 4.54 -3.12  0.031
C -1.75 5.07 0.15  -0.218
S -0.26 4.74 1.09  0.867
O 0.91 4.80 0.13  -0.562
C 0.00 6.25 2.00  -0.233
H -1.76 4.27 -0.61  0.047
H -1.69 6.02 -0.29  0.049
H -2.56 4.91 0.83  0.018
H 0.89 6.08 2.68  0.068
H -0.89 6.56 2.54  0.056
H 0.27 7.05 1.29  0.065
C 5.66 -2.90 -0.21  -0.278
S 6.29 -4.50 -0.78  0.837
O 5.41 -5.57 -0.23  -0.589
C 5.76 -4.13 -2.52  -0.240
H 5.68 -2.83 0.89  0.046
H 4.64 -2.78 -0.58  0.028
H 6.36 -2.12 -0.73  0.071
H 6.33 -3.27 -2.88  0.033
H 4.70 -4.02 -2.54  0.007
H 5.93 -4.96 -3.19  0.048
C 2.57 -6.63 -2.44  -0.237
S 2.14 -5.16 -1.49  0.794
O 0.79 -4.75 -1.95  -0.545
C 2.00 -5.98 0.05  -0.260
H 1.70 -7.33 -2.24  0.072
H 3.47 -7.01 -2.01  0.031
H 2.50 -6.48 -3.55  0.070
H 1.59 -5.35 0.80  0.009
H 2.97 -6.46 0.31  0.063
H 1.39 -6.81 -0.13  0.031
C 1.97 6.77 -2.25  0.015
C 1.84 5.54 -3.15  -0.580
O 2.34 5.60 -4.28  -0.028
N 1.26 4.47 -2.68  0.048
C 1.26 3.21 -3.39  -0.045
H 0.86 7.07 -2.01  0.115
H 2.47 7.63 -2.56  0.056
H 2.38 6.39 -1.33  0.055
H 0.86 4.52 -1.72  0.097
H 0.90 3.31 -4.44  0.107
H 0.59 2.51 -2.89  0.045
H 2.18 2.70 -3.35  0.045
C 7.90 1.14 -2.21  0.011
C 7.23 0.02 -3.04  -0.529
O 7.14 -1.10 -2.57  0.002
N 6.77 0.33 -4.29  0.019
C 5.92 -0.58 -5.09  -0.047
H 8.71 1.66 -2.75  0.090
H 8.18 0.74 -1.26  0.069
H 7.08 1.82 -2.00  0.046
H 6.91 1.25 -4.71  0.091
H 5.24 -1.12 -4.38  0.089
H 6.48 -1.35 -5.54  0.062
H 5.43 0.09 -5.77  0.068
C -4.29 0.54 -4.50  -0.033
C -3.76 1.95 -4.32  -0.537
C -3.32 2.50 -5.66  -0.136
C -3.12 3.99 -5.66  -0.169
C -4.35 4.75 -5.17  -0.135
C -4.76 4.29 -3.77  -0.512
N -4.86 2.78 -3.87  -0.017
O -5.20 2.37 -2.49  -0.111
C -3.79 4.83 -2.73  -0.037
C -6.08 4.83 -3.28  -0.043
C -2.62 1.82 -3.29  -0.022
H -5.24 0.60 -5.07  0.095
H -4.52 0.17 -3.52  0.068
H -3.60 -0.22 -5.01  0.099
H -2.42 1.97 -5.98  0.124
H -4.04 2.19 -6.37  0.111
H -2.92 4.39 -6.67  0.120
H -2.21 4.34 -5.05  0.124
H -5.26 4.49 -5.69  0.118
H -4.20 5.80 -5.27  0.120
H -3.84 4.25 -1.90  0.006
H -2.76 4.81 -3.19  0.091
H -4.05 5.90 -2.48  0.111
H -6.03 5.91 -3.28  0.090
H -6.89 4.46 -3.86  0.080
H -6.25 4.65 -2.22  0.082
H -3.04 1.73 -2.30  0.061
H -1.84 2.58 -3.19  0.061
H -2.05 0.86 -3.42  0.097
H -6.19 2.26 -2.57  0.119
C -0.57 1.58 -0.18  -0.017
C 0.70 0.70 0.09  -0.470
C 0.69 -0.31 -1.04  -0.138
C 1.97 -1.13 -1.01  -0.154
C 3.20 -0.20 -1.25  -0.085
C 3.24 0.88 -0.09  -0.516
N 1.92 1.49 -0.03  -0.071
O 2.00 2.47 0.99  -0.069
C 3.72 0.36 1.26  -0.025
C 4.21 1.96 -0.53  -0.041
C 0.58 0.01 1.47  -0.014
H -0.34 2.26 -1.06  0.078
H -0.79 2.24 0.65  0.023
H -1.43 0.94 -0.32  0.070
H -0.13 -0.96 -0.96  0.070
H 0.61 0.35 -1.96  0.136
H 1.87 -1.90 -1.81  0.108
H 2.16 -1.70 -0.11  0.093
H 3.08 0.35 -2.19  0.112
H 4.15 -0.70 -1.34  0.088
H 3.46 -0.69 1.47  0.072
H 4.88 0.45 1.31  0.117
H 3.37 0.94 2.08  0.043
H 5.17 1.51 -0.91  0.087
H 3.71 2.28 -1.46  0.061
H 4.39 2.72 0.23  0.099
H -0.46 -0.30 1.69  0.082
H 0.89 0.66 2.27  0.051
H 1.15 -0.91 1.54  0.065
H 1.84 3.38 0.63  0.046
C 0.14 -3.07 7.30  -0.032
C -0.84 -1.99 7.27  -0.542
C -0.53 -1.02 6.18  -0.141
C -0.83 -1.57 4.72  -0.149
C -2.29 -1.95 4.64  -0.134
C -2.79 -3.00 5.70  -0.466
N -2.22 -2.47 6.98  -0.088
O -2.59 -3.32 8.04  -0.046
C -4.30 -2.86 5.81  -0.026
C -2.26 -4.41 5.33  0.001
C -0.76 -1.12 8.56  -0.030
H -0.24 -3.75 8.07  0.094
H 1.19 -2.68 7.42  0.117
H 0.04 -3.58 6.38  0.043
H -1.18 -0.16 6.29  0.100
H 0.45 -0.64 6.31  0.089
H -0.21 -2.41 4.42  0.078
H -0.64 -0.79 3.95  0.089
H -2.35 -2.44 3.67  0.096
H -2.90 -1.00 4.60  0.118
H -4.75 -3.26 4.91  0.083
H -4.71 -3.33 6.73  0.089
H -4.46 -1.79 5.96  0.083
H -2.44 -5.10 6.15  0.082
H -2.81 -4.76 4.46  0.076
H -1.18 -4.42 5.23  0.060
H 0.18 -0.56 8.84  0.100
H -0.88 -1.67 9.47  0.058
H -1.53 -0.35 8.65  0.081
H -2.97 -2.74 8.74  0.115
C -5.16 -5.68 0.48  -0.066
C -3.73 -5.30 0.16  -0.524
C -3.39 -5.86 -1.22  -0.131
C -2.08 -5.24 -1.77  -0.161
C -2.15 -3.66 -1.67  -0.130
C -2.50 -3.13 -0.25  -0.494
N -3.72 -3.83 0.13  -0.060
O -3.98 -3.36 1.49  -0.062
C -1.25 -3.38 0.66  0.009
C -2.81 -1.65 -0.50  -0.033
C -2.88 -6.02 1.28  -0.016
H -5.46 -5.52 1.50  0.081
H -5.24 -6.75 0.37  0.076
H -5.86 -5.23 -0.18  0.077
H -3.28 -6.94 -1.14  0.110
H -4.25 -5.70 -1.97  0.142
H -1.82 -5.44 -2.80  0.091
H -1.21 -5.70 -1.24  0.085
H -2.90 -3.25 -2.34  0.107
H -1.11 -3.29 -1.92  0.104
H -0.51 -2.69 0.44  0.043
H -1.48 -3.37 1.72  0.063
H -0.86 -4.40 0.50  0.064
H -2.02 -1.29 -1.14  0.053
H -3.75 -1.71 -1.08  0.091
H -2.97 -1.04 0.39  0.066
H -3.32 -7.09 1.28  0.106
H -3.10 -5.52 2.23  0.066
H -1.85 -6.21 1.03  0.060
H -4.89 -2.97 1.43  0.126
C 1.61 6.07 6.39  -0.037
C 1.93 4.85 7.25  -0.500
C 0.65 4.45 8.02  -0.120
C -0.34 3.70 7.12  -0.184
C 0.33 2.54 6.41  -0.180
C 1.54 2.91 5.63  -0.514
N 2.45 3.63 6.49  -0.092
O 3.72 3.95 5.97  -0.023
C 2.21 1.61 5.14  -0.031
C 1.10 3.69 4.32  -0.037
C 3.06 5.19 8.25  -0.038
H 2.43 6.20 5.67  0.093
H 1.65 6.97 7.05  0.097
H 0.64 5.99 5.92  0.063
H 0.87 3.82 8.87  0.111
H 0.19 5.40 8.31  0.123
H -0.84 4.35 6.37  0.081
H -1.16 3.27 7.68  0.105
H -0.30 2.02 5.72  0.068
H 0.69 1.79 7.19  0.143
H 2.71 1.09 5.97  0.085
H 1.52 0.92 4.57  0.082
H 3.01 1.84 4.36  0.095
H 1.97 4.08 3.86  0.070
H 0.63 3.05 3.54  0.059
H 0.38 4.46 4.57  0.037
H 2.65 6.02 8.89  0.093
H 3.91 5.46 7.60  0.078
H 3.28 4.30 8.89  0.096
H 4.25 3.21 6.26  0.101
C -0.31 -5.39 -6.09  -0.030
C -1.13 -4.37 -6.91  -0.499
C -2.14 -3.61 -5.96  -0.102
C -1.42 -2.67 -4.97  -0.183
C -0.62 -1.70 -5.80  -0.137
C 0.41 -2.34 -6.78  -0.510
N -0.28 -3.36 -7.56  -0.105
O 0.62 -4.05 -8.45  -0.058
C 1.05 -1.29 -7.71  -0.019
C 1.53 -2.94 -5.91  -0.036
C -1.91 -5.14 -8.01  -0.037
H 0.46 -5.85 -6.67  0.076
H -1.06 -6.15 -5.79  0.094
H 0.05 -4.92 -5.16  0.055
H -2.90 -3.02 -6.53  0.131
H -2.71 -4.41 -5.49  0.107
H -0.78 -3.19 -4.23  0.101
H -2.10 -2.09 -4.40  0.077
H 0.04 -1.14 -5.15  0.108
H -1.28 -1.00 -6.30  0.109
H 1.57 -0.60 -6.97  0.105
H 1.76 -1.74 -8.38  0.072
H 0.27 -0.68 -8.14  0.071
H 1.23 -3.63 -5.16  0.034
H 2.26 -3.39 -6.61  0.098
H 2.03 -2.15 -5.34  0.083
H -2.29 -4.42 -8.79  0.097
H -2.71 -5.67 -7.59  0.057
H -1.17 -5.80 -8.54  0.089
H 0.18 -3.98 -9.36  0.136